The following is a quantum chemistry calculation of 4 unconnected molecules or ions with the total composition C20H34N4O9S, from the OMol25 dataset.

Its total charge is 0. For the highest occupied orbital energy, the calculation gives -8.28 eV. The strongest force on any atom comes out at 7.06 eV/Å. The value obtained for the lowest unoccupied orbital energy is 0.056 eV. The electronic energy comes out at -2076.6129 Ha. Its gap between HOMO and LUMO is 8.34 eV.

Last column: Mulliken charge in e.
CARTESIAN COORDINATES (ANGSTROEM)
C -1.014 -0.744 1.877  -0.87
C -0.268 -1.040 0.779  0.29
C 1.073 -0.371 0.335  -0.83
N 1.619 0.638 1.256  0.33
C 1.979 0.284 2.574  -0.06
N 2.598 -0.767 3.047  0.56
O 3.017 -1.750 2.196  -0.29
C 2.135 -2.816 2.159  0.57
N 1.174 -3.449 2.199  -0.42
C 2.884 -0.853 4.537  0.34
O 3.620 -0.020 5.064  -0.58
O 2.369 -1.848 5.171  -0.67
N 1.532 1.413 3.366  -0.25
C 1.694 2.607 2.484  -0.71
C 1.434 2.070 0.974  0.05
S -0.228 2.650 0.433  -0.26
H -0.816 0.078 2.608  0.07
H -1.937 -1.361 2.076  0.25
H -0.684 -1.831 0.087  0.32
H 1.786 -1.204 0.075  0.09
H 0.863 0.156 -0.641  0.62
H 0.629 1.310 3.822  0.34
H 2.666 3.130 2.674  0.30
H 0.879 3.271 2.870  0.32
H 2.325 2.488 0.427  0.38
H -1.107 2.116 1.342  0.12
O 1.763 -0.932 -2.211  -0.57
C 1.792 -2.012 -2.757  0.70
O 1.577 -2.098 -4.076  -0.35
C 1.788 -3.291 -4.847  -0.52
C 0.562 -4.180 -4.812  -0.76
C 1.968 -3.278 -1.962  -0.92
H 2.693 -3.813 -4.528  0.37
H 1.969 -2.961 -5.872  0.32
H 0.346 -4.517 -3.807  0.31
H 0.704 -5.055 -5.449  0.32
H -0.315 -3.632 -5.159  0.24
H 0.996 -3.608 -1.591  0.21
H 2.621 -3.065 -1.115  0.26
H 2.442 -4.084 -2.518  0.40
O 1.991 5.190 2.361  -0.48
C 1.246 6.139 2.275  0.61
O 1.570 7.291 2.885  -0.36
C 0.874 8.529 2.685  -0.40
C -0.319 8.641 3.611  -0.95
C -0.083 6.033 1.581  -0.70
H 0.604 8.663 1.635  0.37
H 1.589 9.319 2.922  0.30
H -1.056 7.861 3.414  0.27
H -0.805 9.612 3.495  0.35
H -0.006 8.527 4.650  0.30
H -0.826 5.650 2.282  0.26
H 0.017 5.336 0.752  0.10
H -0.430 6.971 1.151  0.35
O -1.497 -5.172 -3.802  -0.55
C -2.604 -4.789 -3.513  0.79
O -2.768 -3.942 -2.481  -0.32
C -3.999 -3.271 -2.180  -0.39
C -4.895 -4.134 -1.316  -1.02
C -3.819 -5.320 -4.226  -1.19
H -4.496 -2.934 -3.092  0.35
H -3.725 -2.371 -1.628  0.32
H -5.184 -5.052 -1.828  0.28
H -5.801 -3.591 -1.041  0.38
H -4.372 -4.430 -0.404  0.30
H -4.131 -6.253 -3.757  0.28
H -3.550 -5.514 -5.265  0.31
H -4.653 -4.622 -4.252  0.38